{"formula": "C26H59N7O9S", "method": "ωB97M-V/def2-TZVPD", "symbols": ["H", "C", "O", "C", "H", "C", "O", "H", "H", "H", "O", "H", "N", "H", "H", "O", "O", "N", "C", "N", "H", "H", "C", "C", "C", "H", "H", "H", "H", "H", "H", "C", "N", "H", "H", "H", "H", "C", "C", "H", "H", "O", "H", "C", "H", "H", "H", "C", "H", "H", "H", "H", "H", "C", "H", "H", "H", "C", "H", "H", "N", "H", "H", "C", "C", "O", "H", "H", "H", "C", "H", "C", "H", "O", "C", "H", "C", "H", "H", "C", "H", "H", "C", "H", "C", "H", "H", "O", "H", "N", "H", "N", "H", "C", "H", "H", "C", "H", "H", "C", "H", "S"], "positions_angstrom": [[5.517, 1.897, 1.620], [1.081, -3.078, 1.445], [-0.937, -0.069, 1.431], [-2.440, -4.333, 1.249], [-4.279, -5.286, 3.177], [-4.528, 2.379, -6.612], [5.498, -0.840, 1.687], [3.878, -4.172, 3.069], [4.798, 0.304, 8.089], [3.545, 1.175, -1.462], [-5.459, 5.821, -7.023], [-7.114, 4.078, -5.700], [3.289, -6.166, 6.230], [-7.294, 3.821, -7.437], [-2.200, -5.326, 1.629], [-2.812, -1.686, 1.192], [-3.459, -0.582, -5.061], [-2.871, 9.054, -8.085], [-3.333, -3.611, 2.214], [-3.688, -2.394, 2.077], [5.839, -1.573, 6.677], [3.673, -2.448, 2.978], [-3.855, -4.312, 3.427], [2.509, -3.599, 1.527], [4.923, -1.656, 6.098], [-4.059, -1.295, -3.256], [2.000, -1.099, 1.552], [0.618, -3.486, 0.541], [-1.645, 2.048, -2.972], [-3.575, -0.500, -1.302], [-4.552, 8.196, -8.993], [-2.086, 1.396, -3.722], [-5.345, 3.576, -6.705], [0.473, -0.227, 2.935], [2.477, 0.642, 5.740], [-2.643, 10.868, -9.109], [-0.576, -1.623, 2.822], [-4.818, 4.787, -6.938], [-2.293, 9.836, -9.163], [3.147, -3.117, 0.781], [3.972, 1.483, 7.055], [-2.659, -0.213, 3.219], [0.765, -1.259, 0.312], [4.665, 0.644, 7.060], [2.719, -4.150, 6.133], [2.599, -7.561, 7.632], [-4.833, 1.666, -7.379], [4.291, -6.213, 5.330], [4.346, -2.507, 6.450], [-3.477, 2.620, -6.757], [4.820, 0.026, -1.902], [5.430, -1.293, -0.292], [-2.723, 1.981, -4.384], [-3.689, 7.895, -8.397], [-4.045, 7.424, -7.488], [-3.107, 8.778, -6.072], [-4.655, 1.919, -5.633], [2.507, -7.338, 6.567], [1.453, -7.169, 6.334], [3.851, 1.341, 1.802], [-2.871, 0.359, -3.075], [0.490, -3.437, 2.289], [5.220, 1.733, -1.646], [-0.036, -0.885, 2.233], [4.592, 0.907, -1.306], [4.980, -5.268, 5.000], [-3.397, 1.264, -1.260], [-2.583, 9.404, -10.118], [-3.719, 4.766, -7.048], [-2.957, 0.334, -1.626], [2.525, -4.665, 1.283], [3.136, -3.390, 2.909], [-2.973, -4.462, 0.307], [2.500, -1.206, 4.888], [-3.495, -0.552, -3.844], [3.859, -4.546, 7.426], [2.985, -4.902, 6.878], [-3.053, -4.409, 4.158], [5.629, 0.983, 6.675], [5.282, -0.566, 0.525], [-3.101, 7.170, -8.967], [-4.643, -3.711, 3.879], [-2.625, 9.433, -6.817], [-7.049, 2.427, -6.360], [4.597, 1.673, 1.078], [5.169, -1.829, 5.050], [-1.509, -3.803, 1.074], [-1.947, 10.392, -6.501], [4.244, 2.571, 0.577], [4.837, 0.632, 0.094], [2.157, -5.038, 7.568], [4.149, -0.430, 6.239], [-1.961, 0.220, -1.196], [-6.785, 3.466, -6.540], [-1.296, 0.937, -4.318], [2.859, -8.195, 5.998], [1.028, -1.540, 1.333], [2.425, -3.458, 3.731], [4.430, -7.219, 4.897], [2.976, -0.332, 5.590], [-1.206, 9.846, -9.082], [-2.499, -0.145, 1.790]], "homo_energy_ha": -0.3266, "molar_mass_g_mol": 645.87}

{"formula": "C26H60F6NO20P4S2Ti", "method": "ωB97M-V/def2-TZVPD", "symbols": ["H", "C", "H", "C", "P", "C", "H", "H", "H", "H", "H", "H", "Ti", "C", "H", "O", "H", "O", "O", "H", "H", "H", "H", "H", "C", "O", "C", "O", "F", "O", "O", "O", "C", "S", "C", "H", "H", "C", "H", "C", "C", "H", "H", "H", "H", "H", "H", "H", "C", "H", "P", "C", "O", "O", "H", "O", "O", "H", "O", "H", "H", "H", "F", "H", "H", "P", "H", "C", "F", "H", "H", "H", "H", "P", "C", "N", "H", "H", "C", "C", "H", "C", "H", "H", "H", "C", "O", "H", "O", "C", "C", "H", "H", "H", "F", "C", "H", "C", "C", "H", "F", "H", "O", "H", "O", "S", "F", "H", "H", "O", "O", "H", "H", "H", "O", "H", "C", "C", "H", "H"], "positions_angstrom": [[28.164, -19.069, 7.687], [27.570, -19.678, 7.005], [26.742, -11.164, 4.956], [25.311, -15.183, 1.382], [21.089, -19.186, 5.683], [27.453, -19.077, 5.626], [20.902, -21.032, -0.679], [20.255, -21.254, 7.216], [26.529, -19.766, 7.315], [29.957, -19.677, 2.445], [26.923, -18.124, 5.598], [20.173, -18.124, 2.563], [23.332, -16.821, 3.597], [21.990, -21.048, -0.608], [23.556, -20.026, 9.158], [27.334, -19.402, 2.498], [22.246, -22.326, 3.509], [24.401, -16.151, 5.648], [26.327, -14.368, 5.900], [23.636, -22.506, -0.339], [17.145, -19.707, 5.944], [23.439, -20.356, 6.707], [16.986, -18.024, 6.525], [29.334, -20.637, 3.849], [28.270, -15.122, 8.070], [22.968, -14.237, 0.314], [23.257, -19.405, 7.208], [21.713, -18.276, 4.639], [21.875, -15.174, 5.745], [26.252, -16.415, 7.472], [26.678, -19.960, 4.853], [19.589, -18.867, 6.068], [27.100, -12.175, 5.153], [23.778, -14.007, 1.530], [21.441, -16.616, -2.606], [18.809, -18.753, 4.193], [22.071, -16.708, -3.491], [20.300, -21.632, 6.195], [23.486, -13.067, 9.851], [18.658, -18.298, 5.172], [18.311, -18.388, 1.500], [22.181, -23.038, -1.372], [16.442, -18.537, 4.893], [22.352, -20.450, -1.444], [25.574, -13.269, 4.336], [19.682, -19.764, 2.205], [28.358, -18.955, 5.031], [24.603, -21.646, 4.768], [23.657, -14.856, 8.635], [27.521, -21.509, 2.556], [25.300, -15.395, 6.609], [23.831, -19.146, 8.576], [20.976, -20.782, 5.315], [24.351, -12.657, 1.651], [23.307, -22.079, 2.222], [22.785, -18.038, 1.789], [20.522, -18.677, 0.608], [28.795, -14.693, 8.924], [22.987, -12.560, 4.285], [18.736, -17.225, 4.998], [19.255, -21.715, 5.896], [17.698, -18.312, 2.398], [20.587, -13.545, 5.718], [17.714, -19.000, 0.824], [27.846, -12.129, 5.947], [22.128, -18.733, 0.622], [27.957, -20.683, 6.839], [25.951, -13.133, 5.350], [26.042, -14.893, 0.310], [23.469, -20.347, 4.214], [24.912, -19.028, 8.495], [27.899, -14.139, 7.780], [21.074, -15.592, -2.678], [26.036, -19.391, 3.465], [17.204, -18.655, 5.663], [23.116, -14.707, 2.956], [22.947, -14.483, 10.590], [22.045, -22.899, 0.294], [23.779, -14.107, 9.994], [21.190, -14.423, 4.889], [23.704, -18.779, 6.435], [22.568, -22.442, -0.546], [22.109, -22.750, 6.144], [23.380, -18.253, 9.008], [23.787, -15.927, 8.791], [28.032, -20.630, 2.163], [25.065, -20.680, 3.023], [18.362, -17.410, 1.024], [21.848, -19.263, 7.136], [22.196, -16.836, -1.222], [23.312, -22.321, 3.285], [20.787, -23.436, 5.175], [23.136, -16.287, -1.175], [28.928, -15.593, 7.340], [20.243, -15.217, 4.360], [21.036, -22.940, 6.113], [24.790, -14.263, 10.370], [19.784, -18.768, 1.774], [29.441, -20.583, 2.766], [27.497, -16.828, 9.034], [26.126, -15.035, 2.447], [23.813, -23.275, 3.451], [25.267, -18.073, 3.580], [27.605, -12.497, 4.242], [22.486, -20.345, 0.555], [22.256, -13.543, 3.506], [24.897, -16.460, 1.283], [28.155, -20.699, 1.082], [20.831, -23.724, 6.841], [21.365, -12.975, 2.511], [24.585, -14.391, 7.681], [25.136, -12.760, 5.971], [22.640, -14.867, 8.243], [21.558, -16.422, -0.442], [22.448, -18.183, -0.900], [26.309, -15.487, 9.153], [24.102, -21.183, 3.917], [27.054, -15.973, 8.523], [20.702, -17.415, -2.673], [29.950, -21.454, 2.353]], "homo_energy_ha": [0.0214, -0.2677], "molar_mass_g_mol": 1056.64, "spin_multiplicity": 5, "charge": -1}

{"formula": "C26H60O22S4", "method": "ωB97M-V/def2-TZVPD", "symbols": ["C", "H", "O", "H", "H", "S", "H", "O", "H", "H", "O", "H", "C", "O", "H", "C", "H", "C", "H", "O", "H", "O", "C", "C", "S", "O", "O", "H", "C", "H", "O", "H", "C", "H", "H", "O", "C", "H", "H", "H", "H", "O", "C", "C", "H", "H", "H", "C", "O", "H", "H", "C", "O", "H", "H", "C", "H", "H", "S", "H", "C", "C", "H", "H", "C", "H", "C", "O", "C", "H", "C", "H", "H", "H", "O", "C", "H", "C", "H", "H", "H", "H", "H", "O", "H", "H", "H", "H", "H", "H", "O", "C", "H", "H", "H", "H", "S", "H", "O", "O", "H", "H", "H", "H", "C", "O", "O", "C", "H", "H", "C", "O"], "positions_angstrom": [[4.468, -6.074, 0.390], [0.570, -0.335, -1.747], [-3.422, -2.198, -2.315], [1.254, -7.904, 3.410], [3.807, 1.900, 1.934], [0.055, 5.054, -1.608], [-3.203, 1.599, -4.763], [-0.975, 3.212, 2.412], [-3.659, -0.204, -2.974], [-1.312, 1.732, 0.979], [-5.316, -1.219, -1.600], [4.416, -0.887, -3.049], [1.849, 4.420, 4.078], [5.149, -5.222, -0.517], [1.822, -2.783, -0.609], [-0.236, -5.351, 3.995], [0.611, -4.698, 4.195], [-0.587, 2.221, 5.993], [0.914, -1.076, 6.196], [0.119, 6.234, -0.701], [3.911, -5.532, 1.151], [1.138, 3.346, 1.640], [-4.485, -2.077, -1.542], [-1.993, -2.639, 1.742], [-4.663, 2.308, -1.713], [4.530, 0.952, 0.264], [1.279, 1.330, 7.682], [-4.060, 4.106, -0.195], [-5.564, -3.100, 0.234], [0.456, 5.002, -3.998], [-3.287, 1.756, -1.811], [-3.557, -1.479, -4.228], [-5.379, 1.687, -0.197], [-0.697, 0.865, -2.178], [-5.388, 4.545, -1.273], [0.168, -1.332, 0.806], [-0.922, -1.063, 0.378], [0.318, 1.191, -0.830], [2.875, -2.587, -1.979], [-2.199, 2.674, -5.807], [3.759, -6.725, -0.132], [0.551, 3.918, 3.744], [4.440, -4.315, -1.197], [-1.437, 2.801, 1.131], [-3.029, -2.871, 1.983], [-4.607, 1.698, 0.571], [-1.529, -3.490, 1.247], [0.310, 3.481, 2.504], [4.933, -3.630, -2.044], [-6.484, -2.730, -0.219], [2.530, 0.883, -3.918], [-3.179, -1.133, -3.263], [-4.478, -3.072, -0.648], [-0.715, -0.437, 6.610], [1.803, -7.411, 1.793], [3.476, 1.608, 0.941], [5.222, -6.716, 0.838], [-1.462, -2.429, 2.665], [0.927, 1.284, 6.233], [-5.764, 0.686, -0.361], [5.395, -0.489, -2.821], [2.143, 0.436, -4.834], [6.194, -1.217, -2.843], [-6.201, 2.363, 0.053], [1.588, 4.120, -1.555], [-2.084, 2.751, -4.025], [-4.439, 4.009, -1.213], [3.181, -4.300, -0.808], [-0.163, 0.369, -1.364], [2.318, 3.733, 4.782], [0.326, 5.760, -3.225], [-2.104, -1.014, -3.318], [1.571, -3.806, -2.035], [5.640, 0.329, -3.504], [-1.273, 1.058, -4.875], [4.275, 0.472, -0.950], [1.621, 3.459, -0.699], [0.168, -0.317, 5.986], [2.186, -6.378, 3.188], [-1.188, -4.828, 4.019], [-5.708, -4.118, 0.582], [-0.276, -6.118, 4.778], [-0.567, 6.334, -3.487], [-2.078, -1.535, 0.835], [-2.477, 3.091, 1.032], [1.698, 5.382, 4.563], [-0.402, 3.277, 6.163], [2.590, 0.989, 1.094], [2.541, 1.001, -5.680], [1.725, 3.669, -2.537], [0.734, 0.341, -4.937], [1.446, -7.053, 2.758], [-0.811, 2.091, 4.933], [2.380, 4.873, -1.452], [-0.888, 3.327, 0.347], [-1.379, 1.867, 6.649], [-0.060, -6.146, 2.405], [3.184, 2.499, 0.391], [-1.199, -0.295, -0.662], [5.427, 0.072, -1.483], [1.133, 6.490, -3.164], [-3.717, 4.424, -1.912], [-5.381, -2.466, 1.111], [2.514, -0.583, -4.877], [-2.250, 2.100, -4.883], [3.193, 0.433, -1.491], [0.366, 2.572, -4.724], [2.320, -3.329, -1.407], [2.486, 4.544, 3.206], [-0.099, -0.392, 4.928], [0.000, 1.431, -4.827], [0.328, -5.061, 1.464]], "homo_energy_ha": -0.3188, "molar_mass_g_mol": 853.01, "e_above_lowest_ev": 0.000}

{"formula": "C26H61N2O3P2", "method": "ωB97M-V/def2-TZVPD", "symbols": ["C", "C", "H", "H", "H", "H", "H", "H", "C", "O", "H", "H", "H", "C", "H", "H", "H", "H", "H", "H", "C", "C", "C", "H", "H", "H", "H", "C", "H", "H", "H", "C", "H", "O", "H", "C", "C", "C", "P", "H", "H", "C", "H", "H", "C", "H", "H", "H", "H", "H", "C", "H", "H", "H", "H", "H", "H", "H", "P", "O", "C", "C", "C", "C", "C", "H", "C", "H", "H", "H", "H", "N", "H", "H", "H", "H", "H", "H", "H", "H", "H", "H", "H", "C", "H", "H", "H", "H", "N", "H", "C", "C", "C", "C"], "positions_angstrom": [[-0.972, -1.380, 1.879], [7.436, 0.648, 1.534], [-6.184, -1.792, 0.279], [-7.256, 3.174, -0.436], [-2.492, 1.051, -1.091], [4.575, -2.656, -2.921], [-5.009, 3.007, -0.547], [8.076, 1.615, 1.699], [-6.222, 0.288, -0.283], [2.033, -2.236, -2.747], [-3.532, 2.837, 0.351], [-1.003, -2.371, -2.606], [-8.518, 3.778, 0.634], [-7.435, 3.749, 0.476], [6.834, 5.113, 0.365], [-0.038, -1.652, 1.376], [6.420, -4.397, 1.011], [2.641, -2.934, -0.729], [-0.682, -1.290, -1.240], [4.388, 1.492, 0.392], [-2.767, -1.872, -1.454], [7.024, 3.977, 0.649], [-3.461, 0.635, -1.381], [5.637, -3.529, 2.523], [3.117, -0.440, 0.110], [-7.887, -0.572, -2.985], [5.321, -1.329, 0.602], [7.632, 1.225, -0.836], [-3.281, -2.740, -1.883], [2.402, -1.659, -3.485], [-4.866, 4.117, 1.716], [-4.583, 2.522, 0.337], [-1.003, -3.012, -0.959], [7.445, -2.635, 1.645], [-2.660, 0.211, 3.219], [-3.200, -0.620, -2.205], [8.145, -0.560, 2.445], [-6.751, 3.129, 1.683], [6.459, 2.722, -0.674], [-1.377, 0.170, 0.447], [-4.852, 2.541, 2.481], [-1.274, -2.146, -1.570], [-0.549, 0.707, 1.891], [6.334, 0.741, 1.980], [-6.667, -1.154, -0.470], [-3.868, -1.122, 1.379], [8.203, 3.891, 0.795], [-6.672, -1.412, -3.967], [-2.449, -0.370, -2.967], [-3.863, 1.368, -2.093], [6.165, -3.356, 1.481], [1.328, -0.609, -0.583], [6.519, 3.806, 1.706], [-4.742, 0.090, 2.248], [4.013, -2.633, 0.985], [7.304, -2.179, 3.582], [-6.625, 0.922, -1.079], [8.739, 1.605, -0.852], [-4.535, 0.739, 0.029], [7.421, 0.152, 0.148], [4.625, 2.220, -0.494], [-6.489, -1.782, -1.850], [2.479, -0.618, -0.857], [2.835, -2.091, -1.518], [-6.837, -0.879, -3.024], [-4.097, -0.842, -2.783], [4.451, -2.130, -1.860], [-5.470, -2.152, -1.950], [-7.742, -1.190, -0.249], [-0.816, -1.489, 2.956], [-7.155, 2.131, 1.867], [5.255, -2.973, -0.883], [-7.120, -2.678, -1.904], [4.935, -1.063, -1.947], [-1.741, -2.092, 1.570], [-6.755, 0.603, 0.614], [6.272, -2.908, -1.155], [3.978, 3.209, -0.418], [-6.217, 0.020, -3.051], [-7.090, 4.774, 0.313], [-3.061, -1.834, -0.407], [7.439, 0.745, -1.911], [2.664, 0.276, -1.597], [5.110, -2.492, 0.547], [4.304, 1.712, -1.515], [9.100, -0.924, 1.840], [8.498, -0.080, 3.471], [-7.026, 3.716, 2.569], [7.204, -1.748, 2.637], [-2.689, 1.596, 2.148], [-5.223, 3.084, 1.605], [-3.940, -0.041, 1.511], [-1.351, 0.049, 1.529], [-2.665, 0.503, 2.161]], "homo_energy_ha": -0.3334, "molar_mass_g_mol": 511.73, "charge": 1}